(1)
Computed, not measured: C22H51BN4O2Si2Sr as an isolated structure in a non-equilibrium geometry, with the ωB97M-V functional and the def2-TZVPD basis.

Results
Relative energy (zero: lowest compared OMol25 entry of this formula, charge and spin): 0.0 kcal/mol
Highest occupied orbital energy: -6.39 eV
E: -1872.9398 hartree
Molecular weight: 558.28 g mol⁻¹
Charge: 0

Geometry as XYZ:
```
83
Properties=species:S:1:pos:R:3:mulliken_charge:R:1
O -0.80 -1.82 -1.38 0.291
O 0.86 1.42 -5.02 -0.344
C 0.14 -2.76 -2.00 -0.080
C -0.47 -4.14 -1.99 -1.408
H 1.09 -2.78 -1.44 0.107
H 0.41 -2.43 -3.02 0.313
H -0.72 -4.46 -0.97 0.264
H 0.25 -4.84 -2.42 0.452
H -1.36 -4.14 -2.63 0.255
C -1.30 -0.80 -2.25 1.209
C -1.48 -1.19 -3.70 -1.339
H -0.65 0.08 -2.16 -0.247
H -2.26 -0.52 -1.79 -0.694
H -0.59 -0.96 -4.31 0.215
H -2.33 -0.62 -4.10 0.444
H -1.71 -2.26 -3.80 0.363
C 0.44 2.39 -4.09 0.176
C 2.15 0.90 -4.80 0.347
C -0.91 2.95 -4.52 -1.251
H 1.18 3.21 -4.03 0.426
H 0.37 1.92 -3.10 -0.066
H -0.90 3.19 -5.59 0.322
H -1.12 3.87 -3.97 0.380
H -1.71 2.22 -4.34 0.210
C 2.78 0.53 -6.13 -1.411
H 2.01 0.02 -4.16 -0.032
H 2.78 1.63 -4.26 0.241
H 2.23 -0.28 -6.61 0.317
H 3.81 0.23 -5.95 0.393
H 2.78 1.40 -6.79 0.317
H 2.39 -1.22 -1.05 -0.155
Sr -0.62 -0.38 1.94 1.517
C 2.19 -0.44 -0.35 0.050
Si 3.87 0.37 -0.09 0.217
H 1.74 -0.83 0.60 -0.232
H 1.51 0.27 -0.83 0.239
C 4.94 -0.70 -1.18 -1.025
C 4.06 0.12 1.75 -1.129
C 3.92 2.11 -0.77 -0.895
C -2.42 -1.88 1.14 -1.416
Si -3.67 -0.54 0.90 1.041
H -2.48 -2.51 2.05 0.453
H -2.20 -2.55 0.30 0.035
C -4.83 -0.88 -0.55 -1.342
C -2.83 1.14 0.54 -1.120
C -4.71 -0.34 2.45 -1.025
H 3.23 2.20 -1.62 0.142
H 4.94 2.30 -1.11 0.336
H 3.66 2.86 -0.01 0.343
H 4.72 -1.77 -0.98 0.341
H 5.98 -0.47 -0.96 0.369
H 4.71 -0.45 -2.23 0.230
H 3.45 -0.74 2.07 0.325
H 3.73 1.02 2.28 0.288
H 5.11 -0.09 2.01 0.438
H -3.44 1.64 -0.23 0.499
H -1.81 1.09 0.12 0.207
H -2.81 1.80 1.42 0.237
H -5.63 0.22 2.22 0.341
H -4.19 0.21 3.25 0.229
H -4.99 -1.32 2.84 0.282
H -5.78 -0.36 -0.39 0.350
H -5.02 -1.96 -0.61 0.355
H -4.42 -0.54 -1.51 0.289
B -1.25 -0.85 4.98 0.042
N 0.31 -0.70 5.15 0.250
C 1.02 -0.74 6.29 -0.248
C 2.31 -0.28 6.02 -1.013
C 2.31 0.04 4.65 -0.253
N 1.09 -0.23 4.11 -0.105
N -1.72 0.66 4.79 0.248
C -2.25 1.48 5.72 -0.182
C -2.34 2.76 5.18 -0.890
C -1.83 2.65 3.87 -0.695
N -1.46 1.37 3.63 -0.280
H -1.74 -1.30 6.00 -0.115
H -1.54 -1.56 4.03 -0.180
H 0.57 -1.07 7.22 0.424
H 3.13 -0.18 6.71 0.393
H 3.13 0.44 4.08 0.294
H -2.52 1.09 6.70 0.435
H -2.73 3.64 5.65 0.406
H -1.72 3.43 3.13 0.493
```

=====

(2)
Computed, not measured: C22H51N2O11S3 as an isolated structure in a non-equilibrium geometry, with the ωB97M-V functional and the def2-TZVPD basis.

Results
Relative energy (zero: lowest compared OMol25 entry of this formula, charge and spin): 108.4 kcal/mol
Highest occupied orbital energy: -5.09 eV
E: -3000.3833 hartree
Molecular weight: 615.85 g mol⁻¹
Charge: -1

Geometry as XYZ:
```
89
Properties=species:S:1:pos:R:3:mulliken_charge:R:1
C 3.25 -0.64 4.45 -0.999
C 2.20 -1.55 3.66 -0.206
N 1.11 -0.72 3.03 -0.009
C 0.29 -1.58 2.11 -0.049
C -0.93 -2.30 2.87 -0.711
S -2.48 -1.62 2.05 0.924
O -2.54 -0.17 2.52 -0.595
O -2.36 -1.72 0.54 -0.678
N -3.86 -2.54 2.49 -0.612
S -5.26 -1.52 2.58 1.174
O -5.31 -0.58 1.39 -0.668
O -5.18 -0.77 3.88 -0.662
C -6.75 -2.60 2.43 -0.795
C -7.84 -2.40 3.57 -0.614
C -8.29 -0.89 3.83 -0.367
C -9.76 -0.53 3.31 -0.592
S -9.88 1.34 3.34 1.089
O -11.29 1.84 3.37 -0.610
O -9.15 1.76 4.59 -0.595
O -8.97 1.93 2.07 -0.430
C 1.77 0.24 2.11 0.492
C 1.52 1.82 2.19 -0.930
O 2.54 -0.15 1.20 -0.575
H 4.22 -0.61 3.85 0.264
H 3.41 -1.04 5.51 0.320
H 2.89 0.44 4.58 0.230
H 1.73 -2.30 4.37 0.370
H 2.71 -2.11 2.81 0.211
H 0.93 -2.34 1.53 -0.203
H -0.11 -0.86 1.31 0.383
H -0.95 -1.94 3.96 0.343
H -0.88 -3.43 2.83 0.349
H -7.20 -2.53 1.37 0.289
H -6.38 -3.69 2.51 0.375
H -8.79 -2.97 3.23 0.338
H -7.47 -2.95 4.50 0.318
H -8.28 -0.74 4.96 0.218
H -7.57 -0.11 3.41 0.399
H -10.57 -1.00 3.97 0.304
H -9.86 -0.95 2.25 0.335
H -9.57 2.01 1.29 0.349
H 0.45 2.02 2.54 0.187
H 1.58 2.20 1.12 0.303
H 2.28 2.33 2.88 0.315
C -1.56 6.48 -0.44 -1.033
C -1.29 5.01 -0.21 -0.354
O -0.61 4.74 1.01 -0.395
C -1.27 5.13 2.20 -0.364
C -2.60 4.44 2.42 -1.010
H -0.63 7.06 -0.38 0.286
H -2.00 6.64 -1.43 0.388
H -2.25 6.89 0.30 0.259
H -0.65 4.64 -1.01 0.324
H -2.22 4.43 -0.26 0.322
H -1.38 6.22 2.24 0.336
H -0.60 4.86 3.02 0.348
H -3.33 4.73 1.66 0.247
H -3.01 4.70 3.39 0.395
H -2.48 3.35 2.36 0.271
C 1.50 -2.09 -1.98 -0.958
C 2.81 -2.64 -1.45 -0.109
O 3.53 -3.41 -2.40 -0.473
C 3.93 -2.73 -3.58 -0.401
C 4.87 -1.56 -3.32 -0.776
H 0.88 -2.89 -2.39 0.297
H 0.94 -1.60 -1.18 0.286
H 1.66 -1.36 -2.77 0.280
H 2.59 -3.32 -0.61 0.232
H 3.44 -1.84 -1.04 0.228
H 3.06 -2.41 -4.16 0.295
H 4.46 -3.46 -4.20 0.304
H 4.36 -0.76 -2.76 0.320
H 5.22 -1.13 -4.26 0.208
H 5.73 -1.88 -2.72 0.256
C 8.72 -0.23 -5.29 -1.074
C 8.21 -1.54 -5.87 -0.376
O 7.03 -1.39 -6.66 -0.385
C 7.14 -0.56 -7.81 -0.348
C 8.16 -1.06 -8.82 -1.026
H 7.93 0.28 -4.74 0.284
H 9.56 -0.41 -4.62 0.392
H 9.06 0.45 -6.08 0.284
H 7.94 -2.20 -5.05 0.351
H 8.99 -2.05 -6.45 0.351
H 7.35 0.47 -7.52 0.311
H 6.16 -0.56 -8.28 0.319
H 9.18 -1.02 -8.42 0.258
H 8.13 -0.45 -9.72 0.384
H 7.96 -2.10 -9.09 0.284
```

=====

(3)
Computed, not measured: a 3-piece molecular cluster, C22H51N2O4S overall in a non-equilibrium geometry, with the ωB97M-V functional and the def2-TZVPD basis.

Results
Relative energy (zero: lowest compared OMol25 entry of this formula, charge and spin): 0.0 kcal/mol
Highest occupied orbital energy: -10.41 eV
E: -1677.0589 hartree
Molecular weight: 439.73 g mol⁻¹
Charge: +1

Geometry as XYZ:
```
80
Properties=species:S:1:pos:R:3:mulliken_charge:R:1
C -3.10 0.16 -3.39 0.119
C -2.67 1.21 -4.38 0.707
C -3.23 1.11 -5.78 -1.450
C -1.85 2.22 -4.05 -1.119
C -0.70 2.17 -3.05 0.385
C 0.54 1.49 -3.69 -1.379
C 1.53 0.76 -2.74 0.738
C 1.43 1.20 -1.28 -1.320
C 1.47 -0.79 -2.84 -0.838
C 0.07 -1.39 -2.96 -0.059
S -0.70 -1.63 -1.33 -0.011
H -2.35 0.09 -2.61 -1.020
H -4.04 0.43 -2.90 0.510
H -3.24 -0.83 -3.84 0.477
H -2.55 0.50 -6.37 0.276
H -3.23 2.10 -6.23 0.417
H -4.24 0.71 -5.82 0.380
H -2.04 3.17 -4.55 0.401
H -1.04 1.66 -2.14 -0.444
H -0.43 3.20 -2.82 0.524
H 0.20 0.83 -4.49 0.402
H 1.11 2.28 -4.18 0.435
H 2.53 1.03 -3.08 0.461
H 0.53 0.78 -0.84 0.172
H 1.36 2.28 -1.20 0.403
H 2.28 0.85 -0.68 0.236
H 2.11 -1.16 -3.64 0.439
H 1.91 -1.17 -1.91 0.080
H -0.64 -0.83 -3.56 -0.056
H 0.13 -2.38 -3.42 0.593
H -1.93 -2.04 -1.67 0.288
H -0.17 -2.81 -0.96 0.296
C 4.64 -0.89 -0.35 -0.808
O 4.16 -0.68 0.96 -0.296
C 4.14 -1.84 1.78 -0.787
C 5.11 -1.72 2.92 -0.292
N 6.48 -1.77 2.44 -0.315
C 7.50 -1.48 3.45 -0.692
C 7.53 -0.07 4.03 -0.477
O 7.91 0.92 3.10 -0.419
C 6.86 1.49 2.35 -0.545
H 4.53 0.04 -0.90 0.220
H 5.70 -1.18 -0.35 0.406
H 4.05 -1.68 -0.85 0.331
H 4.35 -2.74 1.18 0.402
H 3.13 -1.94 2.18 0.378
H 4.95 -2.56 3.62 0.380
H 4.89 -0.79 3.46 0.214
H 6.59 -1.11 1.68 0.087
H 8.47 -1.68 3.00 0.375
H 7.38 -2.19 4.27 0.399
H 8.30 -0.06 4.81 0.348
H 6.59 0.20 4.52 0.339
H 5.92 1.51 2.91 0.268
H 6.69 0.96 1.40 0.158
H 7.14 2.51 2.10 0.319
C -3.57 1.58 0.07 -0.350
O -4.61 0.63 -0.06 -0.355
C -4.20 -0.71 0.17 -0.457
C -4.84 -1.28 1.42 -0.437
N -4.29 -0.64 2.61 -0.322
C -4.98 -0.99 3.85 -0.702
C -6.42 -0.53 4.02 -0.480
O -6.56 0.87 4.10 -0.418
C -6.71 1.56 2.88 -0.511
H -3.96 2.55 -0.22 0.283
H -3.21 1.63 1.10 0.364
H -2.73 1.33 -0.59 -0.132
H -3.10 -0.78 0.24 0.103
H -4.53 -1.31 -0.69 0.463
H -4.63 -2.35 1.47 0.387
H -5.92 -1.15 1.33 0.244
H -4.33 0.36 2.49 0.086
H -4.40 -0.56 4.67 0.372
H -4.94 -2.08 3.98 0.405
H -6.78 -0.93 4.97 0.361
H -7.08 -0.93 3.24 0.336
H -7.23 0.94 2.13 0.269
H -5.75 1.89 2.47 0.151
H -7.32 2.44 3.07 0.307
```

=====

(4)
Computed, not measured: a 4-piece molecular cluster, C22H51N5O6P overall in a non-equilibrium geometry, with the ωB97M-V functional and the def2-TZVPD basis.

Results
Highest occupied orbital energy: -4.42 eV
E: -1935.4328 hartree
Molecular weight: 512.65 g mol⁻¹
Charge: -1

Geometry as XYZ:
```
85
Properties=species:S:1:pos:R:3:mulliken_charge:R:1
C -2.00 0.10 -1.08 -0.353
C -3.15 -0.29 -2.03 0.755
C -3.24 0.64 -3.25 -1.568
C -3.14 -1.77 -2.42 -1.622
C -1.96 -2.23 -3.29 -0.859
N -0.82 -2.73 -2.52 0.592
C -0.94 -4.11 -2.07 -0.279
N -1.30 -5.08 -3.14 -0.612
C -0.60 -5.24 -4.11 0.830
O -0.04 -5.41 -5.13 -0.537
C 0.31 -4.55 -1.25 0.384
O 1.02 -5.45 -1.70 -0.751
O 0.39 -3.88 -0.20 -0.652
P 0.76 -2.24 -2.97 -0.004
C 1.17 -0.77 -1.98 -0.393
C 0.75 -1.73 -4.73 -1.111
H -1.31 0.82 -1.53 -0.181
H -1.44 -0.78 -0.77 0.149
H -2.39 0.56 -0.17 0.127
H -4.08 -0.14 -1.47 0.535
H -2.24 0.90 -3.60 0.189
H -3.72 0.13 -4.10 0.392
H -3.77 1.56 -3.03 0.386
H -3.12 -2.37 -1.51 0.361
H -4.09 -2.00 -2.93 0.406
H -1.62 -1.37 -3.89 0.654
H -2.33 -2.97 -4.01 0.276
H -1.76 -4.13 -1.35 0.464
H 0.70 0.17 -2.31 -0.204
H 0.83 -0.98 -0.97 -0.001
H 2.26 -0.66 -1.93 0.658
H 0.01 -2.33 -5.26 0.327
H 1.72 -2.01 -5.15 0.394
H 0.55 -0.67 -4.93 0.252
C 2.83 -2.77 1.48 -1.270
C 3.94 -2.03 2.22 0.594
C 4.09 -2.47 3.68 -0.782
O 3.10 -1.96 4.56 -0.366
C 1.87 -2.67 4.56 -0.380
N 3.74 -0.58 2.10 -0.618
H 1.84 -2.39 1.75 0.058
H 2.92 -2.64 0.40 0.247
H 2.84 -3.84 1.67 0.371
H 4.89 -2.28 1.73 0.392
H 5.04 -2.08 4.07 0.366
H 4.13 -3.56 3.76 0.374
H 2.03 -3.74 4.41 0.310
H 1.18 -2.30 3.79 -0.024
H 1.40 -2.51 5.53 0.267
H 4.54 -0.10 2.50 0.272
H 2.96 -0.33 2.70 0.190
C 0.75 5.65 -1.17 -1.611
C 0.47 4.27 -0.57 0.399
C 0.78 3.10 -1.49 -0.770
O -0.16 2.87 -2.52 -0.107
C -0.01 3.66 -3.68 -0.947
N -0.92 4.23 -0.10 -0.632
H -0.01 5.94 -1.89 0.294
H 0.76 6.40 -0.39 0.402
H 1.72 5.66 -1.67 0.344
H 1.11 4.16 0.31 0.405
H 0.77 2.19 -0.88 0.172
H 1.79 3.18 -1.92 0.672
H 1.05 3.85 -3.89 0.375
H -0.54 4.62 -3.60 0.264
H -0.44 3.11 -4.51 0.273
H -1.06 3.35 0.40 0.040
H -1.52 4.16 -0.91 0.371
C -1.45 1.56 5.61 -1.580
C -0.37 1.14 4.61 0.490
C -0.17 2.14 3.46 -0.860
O -1.16 2.09 2.45 0.043
C -2.35 2.80 2.75 -0.988
N -0.65 -0.21 4.15 -0.599
H -2.45 1.38 5.21 0.289
H -1.35 0.98 6.52 0.393
H -1.37 2.62 5.86 0.350
H 0.58 1.11 5.16 0.411
H 0.77 1.88 2.96 0.184
H -0.06 3.17 3.84 0.516
H -2.16 3.70 3.33 0.373
H -3.06 2.16 3.27 0.289
H -2.80 3.09 1.80 0.333
H 0.12 -0.55 3.58 0.080
H -1.43 -0.17 3.50 0.330
```

=====

(5)
Computed, not measured: a 9-piece molecular cluster, C22H52Br10O12S4 overall in a non-equilibrium geometry, with the ωB97M-V functional and the def2-TZVPD basis.

Results
Highest occupied orbital energy: -10.03 eV
E: -29105.1366 hartree
Molecular weight: 1435.95 g mol⁻¹
Charge: 0

Geometry as XYZ:
```
100
Properties=species:S:1:pos:R:3:mulliken_charge:R:1
O 14.53 12.79 9.44 -0.718
S 15.56 12.98 10.40 0.989
O 15.54 12.21 11.61 -0.362
O 16.98 12.88 9.68 0.284
C 17.16 12.40 8.30 -0.384
C 17.59 13.61 7.46 -1.379
C 15.44 14.73 10.92 -1.200
H 16.21 11.91 8.03 0.700
H 17.99 11.63 8.33 0.064
H 16.84 14.38 7.50 0.341
H 17.74 13.27 6.43 0.371
H 18.53 14.01 7.76 0.307
H 15.51 15.35 9.99 0.331
H 16.19 15.00 11.61 0.213
H 14.56 15.01 11.44 0.439
O 13.90 12.43 17.37 -0.689
S 14.41 12.16 16.04 1.093
O 14.84 10.83 15.77 -0.562
O 13.19 12.57 15.06 -0.432
C 13.07 12.00 13.76 1.263
C 11.66 12.13 13.47 -1.474
C 15.76 13.26 15.46 -0.491
H 13.37 10.94 13.89 0.156
H 13.72 12.53 13.04 -0.435
H 11.38 12.18 12.38 0.345
H 11.36 13.15 13.85 0.348
H 11.00 11.37 13.89 0.265
H 15.35 14.27 15.51 0.398
H 15.82 13.05 14.41 -0.037
H 16.66 13.00 16.05 0.245
O 17.67 7.64 9.02 -0.707
S 16.91 8.72 9.52 1.317
O 16.51 9.78 8.63 -0.611
O 15.59 8.04 10.14 -0.415
C 14.50 8.93 10.33 0.669
C 13.46 8.20 11.17 -1.434
C 17.65 9.40 11.00 -0.010
H 14.06 9.22 9.40 0.265
H 14.97 9.72 10.85 -0.283
H 13.11 7.35 10.62 0.421
H 12.62 8.90 11.48 0.310
H 13.87 7.78 12.07 0.313
H 17.84 8.68 11.82 0.482
H 17.03 10.24 11.44 -0.598
H 18.58 9.78 10.65 0.132
O 24.84 10.99 17.20 -0.557
S 25.11 10.43 15.91 1.078
O 26.10 9.43 15.69 -0.616
O 23.71 9.93 15.39 -0.204
C 23.62 8.89 14.36 -0.440
C 22.32 9.03 13.67 -0.700
C 25.52 11.80 14.77 -0.917
H 23.64 7.97 14.92 0.291
H 24.46 8.83 13.67 0.465
H 22.28 8.34 12.83 0.434
H 22.23 10.06 13.32 0.052
H 21.54 8.90 14.42 0.137
H 25.27 11.59 13.73 0.284
H 26.62 11.81 14.80 0.394
H 25.10 12.74 15.15 0.278
Br 11.40 8.09 14.78 -0.175
C 12.72 8.47 16.14 -0.029
C 13.93 7.53 16.03 -0.442
Br 14.86 7.17 17.65 -0.161
H 12.18 8.25 17.10 0.399
H 13.02 9.48 16.18 -0.111
H 14.75 7.93 15.36 0.070
H 13.56 6.54 15.72 0.435
Br 16.71 16.46 14.33 -0.159
C 18.56 16.29 14.87 0.042
C 18.73 17.06 16.11 -0.678
Br 18.11 16.14 17.80 -0.185
H 19.17 16.69 14.06 0.391
H 18.67 15.20 14.93 -0.270
H 18.23 18.01 16.07 0.452
H 19.78 17.14 16.35 0.389
Br 22.83 12.60 19.98 -0.158
C 22.33 13.52 18.34 -0.667
C 21.81 12.56 17.29 -0.371
Br 21.53 13.53 15.64 -0.114
H 23.26 13.88 17.95 0.326
H 21.69 14.36 18.56 0.444
H 20.90 12.06 17.59 0.468
H 22.45 11.66 17.03 0.117
Br 20.85 10.71 8.69 -0.162
C 20.91 12.53 9.30 -0.010
C 21.60 12.59 10.61 -0.419
Br 21.72 14.41 11.27 -0.161
H 19.86 12.85 9.44 -0.149
H 21.40 13.09 8.51 0.445
H 22.60 12.32 10.66 0.522
H 20.96 12.12 11.40 -0.135
Br 18.59 12.87 13.17 0.027
C 19.02 11.44 14.42 0.063
C 17.89 10.43 14.48 0.706
Br 18.54 8.72 15.17 -0.144
H 19.07 11.94 15.38 0.262
H 20.03 11.09 14.17 -0.036
H 17.47 10.17 13.48 -0.532
H 17.03 10.74 15.07 -0.108
```

=====

> What is the formula in the third record?

C22H51N2O4S

=====

> Which value of molecular weight does entry 3 give?

439.73 g mol⁻¹

=====

> Which of these has the highest highest occupied orbital energy?

C22H51N5O6P

=====

> Which formula does entry 3 have?

C22H51N2O4S